1.
Computed, not measured: a structure of composition C42H80BrN6O6PS, with the ωB97M-V functional and the def2-TZVPD basis.

Values from the calculation:
HOMO energy = -7.503 eV
orbital gap = 0.2591 Ha
calculated total energy = -5741.85758 Eh
F_max = 1.645 eV/A

Geometry as ORCA input:
```
! RIJCOSX wB97M-V def2-TZVPD def2/J DEFGRID3
* xyz 0 1
C 0.077 -2.022 -1.917
C 1.410 -1.979 -2.663
P 2.721 -1.228 -1.618
C 3.841 -2.560 -1.055
C 3.114 -3.398 0.011
C 3.726 0.017 -2.511
C 3.982 0.039 -3.948
C 3.372 -0.993 -4.854
C 2.189 -0.402 -5.636
C 1.476 -1.390 -6.571
C 0.081 -1.884 -6.122
C -0.998 -1.637 -7.184
C -2.074 -2.713 -7.326
C -2.774 -3.195 -6.042
C -4.217 -2.700 -5.936
C -4.385 -1.179 -5.826
C -3.714 -0.594 -4.576
C -4.669 -0.497 -3.377
C -4.697 -1.749 -2.496
O -4.396 -1.422 -1.160
C -4.370 -2.567 -0.317
C 4.795 0.997 -4.480
Br 5.234 1.110 -6.317
C 5.403 1.977 -3.651
N 6.213 2.971 -4.023
S 6.616 3.749 -2.687
N 5.817 2.907 -1.596
C 5.165 1.945 -2.256
C 4.301 0.960 -1.701
O 4.143 1.000 -0.341
C 2.954 1.647 0.132
C 2.799 3.106 -0.302
C 1.977 3.198 -1.596
C 2.087 3.919 0.799
C 3.044 4.624 1.766
C 3.645 3.661 2.787
C 2.296 5.761 2.510
H -0.104 -1.087 -1.395
H -0.720 -2.118 -2.651
H 0.033 -2.851 -1.224
H 1.269 -1.449 -3.589
H 1.699 -3.009 -2.876
H 4.233 -3.194 -1.845
H 4.664 -2.047 -0.568
H 2.761 -4.345 -0.382
H 2.237 -2.866 0.376
H 3.748 -3.560 0.874
H 3.113 -1.909 -4.339
H 4.139 -1.253 -5.581
H 2.574 0.414 -6.240
H 1.498 0.068 -4.938
H 2.116 -2.266 -6.664
H 1.393 -0.947 -7.558
H 0.141 -2.956 -5.937
H -0.238 -1.422 -5.194
H -0.543 -1.466 -8.156
H -1.501 -0.699 -6.934
H -2.840 -2.337 -8.001
H -1.601 -3.581 -7.780
H -2.812 -4.282 -6.078
H -2.237 -2.956 -5.129
H -4.800 -3.116 -6.755
H -4.643 -3.118 -5.022
H -4.018 -0.701 -6.731
H -5.451 -0.988 -5.723
H -2.812 -1.131 -4.304
H -3.384 0.418 -4.810
H -5.671 -0.274 -3.729
H -4.325 0.315 -2.742
H -5.695 -2.201 -2.535
H -4.001 -2.495 -2.888
H -4.478 -3.482 -0.895
H -3.405 -2.605 0.178
H -5.127 -2.512 0.457
H 3.038 1.600 1.212
H 2.063 1.078 -0.130
H 3.792 3.511 -0.457
H 2.114 2.328 -2.234
H 2.298 4.061 -2.177
H 0.918 3.293 -1.379
H 1.419 3.240 1.329
H 1.519 4.694 0.290
H 3.833 5.067 1.162
H 2.848 3.075 3.237
H 4.165 4.217 3.560
H 4.343 2.981 2.306
H 1.362 5.988 2.010
H 2.942 6.634 2.534
H 2.105 5.434 3.528
C -7.016 -4.166 4.306
C -6.329 -3.093 3.504
O -5.174 -3.201 3.114
N -7.046 -1.974 3.222
C -8.408 -1.667 3.609
H -6.320 -4.990 4.439
H -7.304 -3.766 5.284
H -7.898 -4.536 3.779
H -6.536 -1.293 2.683
H -9.027 -1.507 2.722
H -8.435 -0.762 4.216
H -8.827 -2.479 4.190
C -5.418 -2.252 7.952
C -6.909 -2.091 7.776
O -7.458 -2.357 6.716
N -7.626 -1.643 8.835
C -7.146 -1.281 10.155
H -5.003 -2.616 7.017
H -4.951 -1.298 8.197
H -5.196 -2.970 8.742
H -8.613 -1.561 8.648
H -7.620 -1.904 10.914
H -7.380 -0.238 10.371
H -6.072 -1.415 10.218
C 2.096 7.765 6.736
C 0.752 7.077 6.703
O 0.552 6.018 7.271
N -0.245 7.688 6.007
C -0.195 8.937 5.273
H 2.785 7.165 7.321
H 2.495 7.874 5.727
H 2.007 8.750 7.197
H -1.114 7.178 6.023
H -0.918 9.646 5.679
H -0.434 8.770 4.221
H 0.794 9.376 5.337
C 9.196 -3.249 -0.252
C 7.737 -3.425 0.102
O 6.971 -4.054 -0.607
N 7.300 -2.848 1.253
C 8.055 -2.065 2.212
H 9.380 -3.762 -1.190
H 9.441 -2.193 -0.373
H 9.837 -3.677 0.519
H 6.320 -3.002 1.433
H 8.028 -2.538 3.195
H 7.630 -1.063 2.302
H 9.089 -1.975 1.899
*
```

2.
Computed, not measured: a structure of composition C42H82Br6O30, with the ωB97M-V functional and the def2-TZVPD basis.

Values from the calculation:
HOMO energy = -10.135 eV
orbital gap = 0.3663 Ha
calculated total energy = -19350.91590 Eh
F_max = 2.407 eV/A

Geometry as ORCA input:
```
! RIJCOSX wB97M-V def2-TZVPD def2/J DEFGRID3
* xyz 0 1
C -3.396 0.742 8.089
C -2.941 -0.657 7.729
O -2.232 -0.696 6.491
C -2.932 -0.615 5.369
O -4.092 -0.360 5.273
O -2.115 -0.907 4.362
C -2.745 -1.085 3.101
H -3.838 0.734 9.085
H -4.121 1.089 7.357
H -2.528 1.402 8.075
H -3.744 -1.400 7.743
H -2.223 -1.053 8.449
H -1.957 -1.301 2.381
H -3.226 -0.154 2.793
H -3.442 -1.920 3.081
C 3.706 5.939 0.302
C 2.768 4.777 0.508
O 1.529 5.308 1.021
C 0.698 4.495 1.628
O 0.897 3.334 1.864
O -0.425 5.154 1.884
C -1.499 4.418 2.472
H 3.806 6.512 1.220
H 3.370 6.528 -0.546
H 4.699 5.528 0.103
H 3.173 4.013 1.176
H 2.519 4.245 -0.412
H -1.477 4.521 3.556
H -1.481 3.368 2.189
H -2.431 4.846 2.107
C -5.621 -0.026 -0.312
C -5.595 -1.535 -0.311
O -4.342 -1.957 0.233
C -4.142 -3.262 0.357
O -4.954 -4.124 0.134
O -2.892 -3.471 0.738
C -2.651 -4.735 1.340
H -4.793 0.360 -0.911
H -5.493 0.354 0.704
H -6.546 0.373 -0.719
H -5.666 -1.937 -1.325
H -6.424 -1.936 0.275
H -1.643 -4.781 1.731
H -2.697 -5.508 0.569
H -3.381 -4.926 2.125
C -2.519 0.219 -7.569
C -2.922 -0.573 -6.363
O -2.376 0.129 -5.228
C -2.409 -0.409 -4.012
O -2.191 0.233 -3.026
O -2.665 -1.721 -4.013
C -2.404 -2.390 -2.769
H -2.820 -0.251 -8.503
H -1.441 0.386 -7.563
H -2.970 1.214 -7.539
H -2.519 -1.584 -6.350
H -4.006 -0.661 -6.264
H -1.346 -2.370 -2.528
H -2.783 -3.401 -2.880
H -2.987 -1.918 -1.976
C -1.726 4.119 -3.085
C -2.692 5.237 -2.935
O -3.284 5.561 -4.210
C -4.583 5.416 -4.315
O -5.325 4.914 -3.522
O -4.956 5.923 -5.487
C -6.325 5.797 -5.799
H -1.287 3.870 -2.117
H -0.936 4.380 -3.791
H -2.165 3.193 -3.464
H -2.170 6.155 -2.659
H -3.482 5.060 -2.208
H -6.945 6.455 -5.186
H -6.733 4.798 -5.616
H -6.407 6.007 -6.860
C 0.946 -1.115 9.140
C 1.017 0.230 8.462
O 1.005 -0.078 7.054
C 0.611 0.861 6.188
O -0.004 1.853 6.452
O 0.981 0.456 4.985
C 0.517 1.218 3.875
H 1.854 -1.689 8.954
H 0.057 -1.648 8.812
H 0.898 -1.006 10.227
H 1.934 0.784 8.657
H 0.139 0.830 8.702
H 0.980 0.804 2.986
H 0.848 2.251 3.944
H -0.569 1.215 3.840
C -1.765 1.346 0.006
C -0.450 0.625 0.125
O -0.714 -0.781 0.196
C 0.338 -1.560 0.442
O 1.468 -1.213 0.613
O -0.081 -2.820 0.369
C 0.780 -3.863 0.841
H -1.623 2.395 -0.247
H -2.353 1.238 0.919
H -2.351 0.902 -0.803
H 0.106 0.949 1.006
H 0.212 0.858 -0.714
H 0.094 -4.592 1.253
H 1.520 -3.476 1.539
H 1.365 -4.267 0.011
C 5.166 -4.491 1.957
C 5.204 -4.882 0.488
O 4.672 -3.837 -0.317
C 4.426 -4.199 -1.590
O 4.835 -5.194 -2.099
O 3.662 -3.284 -2.185
C 3.227 -3.615 -3.495
H 5.864 -3.677 2.141
H 5.580 -5.358 2.486
H 4.169 -4.320 2.351
H 4.716 -5.844 0.325
H 6.251 -5.018 0.204
H 4.025 -3.995 -4.122
H 2.851 -2.700 -3.940
H 2.376 -4.301 -3.445
C 1.130 0.187 -9.446
C 1.906 0.176 -8.153
O 1.087 0.800 -7.138
C 1.444 0.581 -5.886
O 2.257 -0.218 -5.519
O 0.731 1.380 -5.107
C 0.995 1.248 -3.736
H 0.131 -0.233 -9.314
H 1.640 -0.476 -10.150
H 1.073 1.173 -9.896
H 2.736 0.878 -8.284
H 2.269 -0.803 -7.868
H 2.052 1.416 -3.495
H 0.668 0.345 -3.231
H 0.550 2.110 -3.235
C 8.444 1.446 -1.088
C 7.431 2.564 -0.975
O 6.281 2.075 -0.252
C 5.143 1.993 -0.916
O 4.961 2.243 -2.078
O 4.220 1.594 -0.080
C 2.881 1.486 -0.626
H 8.883 1.246 -0.108
H 9.271 1.728 -1.736
H 7.915 0.557 -1.423
H 7.110 2.931 -1.948
H 7.787 3.429 -0.413
H 2.676 0.461 -0.926
H 2.678 2.270 -1.351
H 2.270 1.700 0.255
C 0.291 -3.550 5.994
Br -1.439 -4.428 5.914
Br 1.000 -3.256 4.236
Br 1.489 -4.585 7.095
H 0.102 -2.602 6.479
C 1.018 -7.579 2.571
Br 1.209 -7.761 0.659
Br -0.731 -6.933 3.023
Br 2.406 -6.496 3.353
H 1.149 -8.572 2.969
*
```

3.
Computed, not measured: a cluster of 10 separate species, C42H84F8N14O16S8 in total, with the ωB97M-V functional and the def2-TZVPD basis.

Values from the calculation:
HOMO energy = -10.358 eV
orbital gap = 0.2207 Ha
calculated total energy = -7604.45953 Eh
F_max = 13.237 eV/A

Geometry as ORCA input:
```
! RIJCOSX wB97M-V def2-TZVPD def2/J DEFGRID3
* xyz 2 1
C 0.862 -7.485 -1.492
C 1.152 -5.992 -1.765
C 0.260 -5.170 -0.892
C 0.709 -3.690 -1.005
N -0.092 -2.586 -0.144
C 0.652 -1.202 -0.247
C -0.370 -0.136 -0.679
C -1.319 -0.938 -1.633
C -1.431 -2.286 -0.899
C -0.264 -2.961 1.333
H 1.688 -8.096 -1.856
H -0.021 -7.802 -2.048
H 0.726 -7.910 -0.497
H 1.168 -5.728 -2.822
H 2.177 -5.714 -1.516
H 0.344 -5.648 0.085
H -0.776 -5.243 -1.222
H 0.631 -3.367 -2.043
H 1.771 -3.670 -0.763
H 1.112 -0.757 0.635
H 1.474 -1.230 -0.962
H -0.744 0.279 0.256
H 0.100 0.586 -1.346
H -2.248 -0.370 -1.573
H -0.890 -1.072 -2.626
H -2.215 -2.369 -0.146
H -1.561 -3.043 -1.672
H -1.113 -3.644 1.322
H -0.521 -2.114 1.970
H 0.635 -3.507 1.621
C 3.016 4.032 -6.836
C 2.964 4.056 -5.329
C 4.271 4.003 -4.601
C 5.073 5.301 -4.988
N 6.371 5.645 -4.175
C 6.016 6.030 -2.723
C 5.899 7.584 -2.699
C 6.242 8.085 -4.064
C 7.079 6.926 -4.672
C 7.275 4.415 -4.316
H 2.086 3.988 -7.402
H 3.706 3.318 -7.286
H 3.372 5.039 -7.054
H 2.367 3.188 -5.048
H 2.350 4.892 -4.993
H 4.794 3.068 -4.802
H 4.070 3.938 -3.532
H 4.509 6.178 -4.670
H 5.364 5.504 -6.018
H 6.895 5.780 -2.129
H 5.124 5.525 -2.352
H 6.587 8.053 -1.995
H 4.869 7.891 -2.512
H 6.817 9.010 -4.107
H 5.366 8.235 -4.694
H 8.051 6.960 -4.180
H 7.200 6.922 -5.755
H 8.277 4.687 -3.986
H 7.273 4.022 -5.332
H 6.929 3.545 -3.758
C -5.669 -4.606 -4.953
C -6.777 -5.587 -5.567
N -6.215 -6.275 -6.733
C -6.478 -7.591 -7.124
C -5.711 -7.953 -8.218
N -4.858 -6.925 -8.476
C -5.284 -5.816 -7.686
C -3.647 -7.052 -9.331
H -5.320 -3.781 -5.574
H -4.761 -5.068 -4.566
H -6.074 -3.994 -4.147
H -7.493 -4.825 -5.873
H -7.149 -6.212 -4.754
H -7.252 -8.150 -6.620
H -5.630 -8.915 -8.702
H -4.818 -4.861 -7.491
H -3.594 -8.014 -9.841
H -2.734 -6.997 -8.737
H -3.619 -6.319 -10.137
C -7.665 -5.792 1.493
C -8.637 -5.265 2.572
N -9.919 -5.942 2.548
C -10.131 -7.301 2.702
C -11.501 -7.577 2.568
N -12.125 -6.421 2.176
C -11.156 -5.429 2.211
C -13.571 -6.474 1.758
H -8.190 -5.761 0.538
H -7.419 -6.847 1.610
H -6.842 -5.095 1.332
H -8.866 -4.214 2.393
H -8.234 -5.268 3.585
H -9.308 -7.930 3.009
H -11.974 -8.537 2.711
H -11.430 -4.417 1.953
H -13.785 -7.370 1.174
H -13.823 -5.659 1.080
H -14.167 -6.475 2.670
C 5.031 8.001 4.152
C 3.853 7.253 4.804
N 4.000 5.774 4.853
C 3.008 4.814 4.610
C 3.572 3.573 4.727
N 4.865 3.778 5.151
C 5.122 5.095 5.275
C 5.911 2.794 5.341
H 4.774 9.060 4.147
H 5.328 7.643 3.167
H 5.825 7.902 4.893
H 2.829 7.480 4.505
H 3.859 7.534 5.857
H 2.035 5.205 4.352
H 3.330 2.573 4.400
H 6.076 5.468 5.618
H 5.543 1.840 4.963
H 6.335 2.760 6.344
H 6.789 2.993 4.727
C 2.272 -1.458 8.080
C 2.265 -0.937 9.591
N 2.536 0.499 9.708
C 2.024 1.558 8.958
C 2.402 2.782 9.599
N 3.130 2.432 10.745
C 3.320 1.063 10.787
C 3.786 3.394 11.637
H 1.734 -0.839 7.361
H 1.982 -2.507 8.034
H 3.265 -1.406 7.632
H 3.066 -1.448 10.126
H 1.341 -1.100 10.145
H 1.259 1.390 8.215
H 2.264 3.839 9.422
H 3.926 0.492 11.474
H 4.531 2.892 12.254
H 3.076 3.935 12.263
H 4.300 4.180 11.083
N 5.210 -1.250 1.496
S 5.994 -2.464 1.295
O 7.187 -2.559 2.135
O 5.964 -3.284 0.059
F 4.946 -3.367 2.161
S 6.070 -0.428 0.257
O 5.788 -0.707 -1.160
O 7.445 -0.027 0.528
F 5.275 0.991 0.445
N -1.621 7.931 -1.456
S -0.722 7.259 -0.524
O -0.536 7.849 0.823
O 0.240 6.344 -1.033
F -1.946 6.245 -0.125
S -0.609 9.316 -1.738
O 0.563 9.010 -2.599
O -0.519 10.357 -0.713
F -1.562 10.026 -2.868
N -2.662 0.385 6.085
S -3.739 -0.889 6.043
O -4.068 -1.530 4.779
O -4.768 -0.899 7.146
F -2.702 -1.987 6.525
S -3.599 1.321 5.338
O -4.772 1.833 6.043
O -3.787 1.142 3.907
F -2.727 2.621 5.546
N -2.126 -1.932 -8.604
S -2.608 -0.356 -8.200
O -2.245 0.674 -9.125
O -2.696 -0.031 -6.765
F -4.197 -0.440 -8.515
S -0.720 -1.725 -8.309
O -0.294 -1.548 -7.000
O 0.080 -1.103 -9.322
F -0.383 -3.319 -8.472
*
```